(1)
The following is a quantum chemistry calculation of the molecule C19H22N2O6S2, from OMol25.

Its SMILES is Cc1ccc(S(=O)(=O)N2CCN(S(=O)(=O)c3ccc4c(c3)OCCO4)CC2)cc1. For the gap between HOMO and LUMO, the calculation gives 9.45 eV. Its energy relative to the best compared isomer or geometry (same formula, charge and spin) is 169.7 kJ/mol. As for the total energy: -56994.5625 eV. The LUMO energy comes out at 0.446 eV.

Last column: natural (NBO) charge in e.
Geometry (Å):
S 1.32 -4.11 -0.47  2.319
S -1.40 0.48 -0.87  2.312
O -2.57 0.49 -1.69  -0.934
O 0.94 -5.25 -1.26  -0.939
O 2.27 -4.29 0.59  -0.942
O 0.21 4.04 2.43  -0.490
O -0.14 0.77 -1.50  -0.955
O -2.32 4.03 3.75  -0.476
N -1.33 -1.04 -0.12  -0.656
N -0.08 -3.57 0.27  -0.669
C 2.51 -0.61 -3.12  0.027
C 1.73 -1.65 -3.62  -0.205
C -2.84 1.49 1.21  -0.176
C -3.05 2.32 2.29  -0.241
C 0.03 4.58 3.72  -0.099
C 2.75 0.62 -3.92  -0.635
C -0.63 2.40 0.93  -0.240
C -1.40 5.10 3.88  -0.099
C 0.03 -2.54 1.27  -0.238
C 1.89 -2.81 -1.55  -0.289
C 2.72 -1.82 -1.04  -0.208
C -0.82 3.23 2.03  0.280
C -1.27 -3.46 -0.53  -0.237
C -1.64 1.55 0.53  -0.348
C 1.42 -2.75 -2.84  -0.217
C -2.05 3.20 2.70  0.236
C -0.11 -1.14 0.67  -0.274
C 3.02 -0.73 -1.83  -0.205
C -1.43 -2.07 -1.15  -0.271
H 0.76 5.39 3.81  0.207
H -2.41 -1.96 -1.61  0.239
H -1.56 5.53 4.87  0.207
H 0.23 3.81 4.48  0.182
H -3.60 0.81 0.87  0.242
H -0.19 -0.40 1.47  0.220
H -1.21 -4.23 -1.31  0.245
H -2.13 -3.67 0.12  0.207
H 2.71 0.42 -4.99  0.218
H 1.97 1.35 -3.68  0.240
H 0.81 -3.56 -3.22  0.240
H -3.98 2.32 2.84  0.234
H 3.71 1.07 -3.68  0.217
H 0.30 2.43 0.39  0.255
H -0.66 -1.91 -1.91  0.200
H 3.10 -1.93 -0.04  0.238
H 3.65 0.06 -1.43  0.215
H 0.76 -0.89 0.04  0.211
H 1.01 -2.66 1.74  0.245
H -1.60 5.86 3.11  0.184
H 1.35 -1.58 -4.63  0.217
H -0.76 -2.70 2.01  0.206

(2)
The following is a quantum chemistry calculation of the molecule C19H22N2OS, from OMol25.

Its SMILES is O=C(CN1CCSc2ccccc21)NCCCc1ccccc1. For the gap between HOMO and LUMO, the calculation gives 8.38 eV. Its energy relative to the best compared isomer or geometry (same formula, charge and spin) is 0.0 kJ/mol. As for the total energy: -35923.9777 eV. The LUMO energy comes out at 0.591 eV.

Last column: natural (NBO) charge in e.
Geometry (Å):
S -3.83 -1.56 -1.72  0.252
O -0.56 1.27 3.23  -0.631
N -0.46 1.11 0.97  -0.613
N -2.94 0.01 0.86  -0.467
C 4.34 2.86 -1.64  -0.205
C -1.09 1.05 2.16  0.670
C -2.77 -2.08 -0.39  -0.232
C -1.41 -3.89 0.42  -0.234
C -4.02 0.19 -1.30  -0.527
C -2.25 -3.36 -0.53  -0.208
C -4.18 0.34 0.20  -0.215
C 1.58 -0.17 0.52  -0.390
C -2.60 0.76 2.05  -0.304
C -1.59 -1.85 1.67  -0.289
C 4.22 2.38 -2.93  -0.223
C 3.76 1.09 -3.15  -0.223
C 0.98 1.19 0.86  -0.232
C 3.52 0.77 -0.77  -0.038
C 3.11 -0.10 0.39  -0.420
C 3.99 2.06 -0.57  -0.214
C 3.41 0.29 -2.07  -0.164
C -2.46 -1.30 0.72  0.214
C -1.07 -3.12 1.52  -0.192
H -3.10 1.73 2.00  0.230
H 3.67 0.71 -4.15  0.211
H -2.53 -3.94 -1.40  0.218
H -0.41 -3.51 2.28  0.215
H 4.71 3.86 -1.47  0.212
H -4.43 1.37 0.44  0.209
H -2.92 0.27 2.98  0.211
H -5.01 -0.31 0.54  0.193
H -4.91 0.54 -1.83  0.234
H -1.01 -4.89 0.30  0.216
H 1.35 1.55 1.82  0.227
H 1.15 -0.54 -0.42  0.198
H 1.32 -0.88 1.31  0.214
H 4.08 2.44 0.44  0.210
H 1.23 1.92 0.08  0.203
H 3.49 -1.11 0.24  0.218
H 3.53 0.30 1.32  0.210
H -3.15 0.74 -1.66  0.214
H -0.97 0.82 0.15  0.404
H -1.31 -1.28 2.54  0.226
H 3.05 -0.71 -2.24  0.200
H 4.50 3.00 -3.77  0.213

(3)
The following is a quantum chemistry calculation of a structure of composition C19H22N2SV, from OMol25.

For the gap between HOMO and LUMO (alpha / beta), the calculation gives 7.12 / 5.71 eV. Its energy relative to the best compared isomer or geometry (same formula, charge and spin) is 374.0 kJ/mol. As for the spin multiplicity: 2. As for the net charge: +2. As for the total energy: -59543.1975 eV. The LUMO energy (alpha / beta) comes out at -8.358 / -9.759 eV.

Last column: natural (NBO) charge in e.
Geometry (Å):
V 0.35 -1.24 -0.60  1.360
S -1.77 -1.11 0.68  0.264
N 0.89 0.90 -0.13  -0.495
N -0.90 0.08 -2.00  -0.457
C -1.92 -0.28 -2.80  0.075
C -2.56 0.58 -3.71  -0.205
C -1.06 -2.11 3.07  -0.157
C -0.06 -0.76 4.83  -0.080
C 1.94 -1.32 0.60  -0.907
C 2.05 2.63 1.08  -0.228
C 0.47 1.83 -1.04  0.185
C 0.86 3.17 -0.91  -0.197
C -1.24 -0.94 2.30  -0.206
C -1.07 2.30 -2.97  -0.186
C -0.95 0.33 2.85  -0.178
C -0.74 -2.93 -1.22  -0.913
C -0.33 0.41 4.09  -0.199
C 1.39 -1.48 -2.29  -0.871
C 1.67 3.59 0.13  -0.094
C 1.56 1.33 0.96  0.075
C -0.44 -2.01 4.32  -0.206
C -0.50 1.38 -2.06  0.170
C -2.11 1.90 -3.81  -0.109
H 2.68 2.90 1.93  0.259
H 1.69 -1.31 1.69  0.263
H 0.72 -1.87 -3.09  0.268
H 1.98 4.63 0.20  0.261
H 0.44 -0.70 5.80  0.255
H -1.37 -3.06 2.64  0.250
H 2.23 -2.19 -2.13  0.263
H -1.18 1.22 2.27  0.243
H 0.08 -3.55 -1.64  0.244
H -2.26 -1.31 -2.70  0.220
H 0.50 3.87 -1.66  0.242
H -0.04 1.38 4.49  0.250
H 2.90 -0.81 0.43  0.281
H 1.72 0.62 1.82  0.233
H -2.55 2.61 -4.50  0.259
H -1.06 -3.46 -0.31  0.242
H -1.56 -2.96 -1.93  0.253
H 2.11 -2.40 0.36  0.248
H -0.26 -2.92 4.90  0.259
H -0.70 3.33 -3.00  0.241
H 1.81 -0.51 -2.62  0.258
H -3.39 0.22 -4.34  0.267

(4)
The following is a quantum chemistry calculation of a structure of composition C19H22N4O2S, from OMol25.

For the gap between HOMO and LUMO, the calculation gives 7.92 eV. Its energy relative to the best compared isomer or geometry (same formula, charge and spin) is 1914.1 kJ/mol. As for the total energy: -40932.5810 eV. The LUMO energy comes out at -0.198 eV.

Last column: natural (NBO) charge in e.
Geometry (Å):
S -1.00 0.52 0.86  0.333
O 1.70 0.53 1.76  -0.660
O 5.80 2.13 -1.62  -0.534
N 2.35 -1.26 1.13  -0.532
N -3.44 -0.48 -0.35  -0.173
N -3.69 -1.53 -0.94  -0.258
N 5.16 -0.05 0.22  -0.428
C 4.65 2.13 -0.99  -0.036
C -6.66 1.47 -0.55  -0.204
C -4.98 2.81 0.34  -0.279
C 0.12 -0.80 0.56  -0.233
C 6.81 1.28 -1.04  -0.036
C -2.83 -3.79 -1.39  -0.640
C -4.03 2.00 0.44  -0.096
C 4.80 -1.36 0.38  -0.217
C -6.30 2.64 0.30  -0.172
C -2.66 -2.43 -0.91  0.145
C -0.45 -2.07 0.24  -0.179
C 4.05 0.84 -0.39  -0.240
C 3.77 -1.49 1.50  -0.184
C -1.77 -1.86 -0.24  -0.270
C -2.18 -0.69 -0.09  0.161
C 1.40 -0.47 1.14  0.576
C 6.42 -0.25 -0.74  -0.239
C -5.83 0.53 -0.59  -0.269
C -4.46 0.53 -0.19  0.187
H 3.82 -0.26 2.18  0.226
H 7.17 1.65 -0.19  0.159
H -3.75 -4.12 -1.83  0.244
H -3.18 2.01 0.71  0.165
H 4.44 -1.83 -0.39  0.163
H 3.33 0.97 0.20  0.212
H 0.18 -2.97 -0.13  0.224
H 7.23 -0.46 -0.32  0.191
H 3.91 -2.14 2.21  0.191
H 7.79 1.42 -1.88  0.174
H 3.76 0.29 -1.30  0.146
H -5.88 -0.61 -0.98  0.243
H 5.74 -1.89 0.97  0.197
H -2.50 -4.60 -0.72  0.225
H 6.07 -0.65 -1.62  0.184
H -4.78 3.60 1.01  0.212
H 3.94 2.87 -1.68  0.209
H -7.12 3.37 0.15  0.223
H -7.78 1.35 -0.70  0.223
H 2.07 -2.22 0.54  0.332
H 5.03 2.68 0.03  0.124
H -2.07 -4.01 -2.24  0.211